Record 1
{"formula": "C19H31N3O4", "method": "the ωB97M-V functional and the def2-TZVPD basis", "symbols": ["C", "C", "C", "C", "C", "O", "N", "C", "C", "C", "C", "C", "C", "C", "C", "N", "C", "O", "C", "C", "C", "N", "C", "O", "O", "C", "H", "H", "H", "H", "H", "H", "H", "H", "H", "H", "H", "H", "H", "H", "H", "H", "H", "H", "H", "H", "H", "H", "H", "H", "H", "H", "H", "H", "H", "H", "H"], "xyz": [[5.259, -0.056, 1.745], [4.513, 0.500, 2.695], [4.230, 1.973, 2.748], [3.853, -0.319, 3.772], [2.339, -0.420, 3.584], [1.558, -0.302, 4.511], [1.954, -0.674, 2.312], [0.547, -0.762, 1.937], [-0.070, 0.630, 1.707], [0.125, 1.142, 0.279], [1.599, 1.168, -0.164], [1.835, -0.230, -0.788], [0.490, -0.954, -0.616], [0.328, -1.690, 0.726], [1.167, -2.961, 0.785], [-0.417, 0.205, -0.730], [-1.819, -0.030, -0.746], [-2.452, -0.483, 0.177], [-2.482, 0.349, -2.068], [-2.261, 1.848, -2.311], [-1.842, -0.478, -3.191], [-3.893, 0.040, -1.919], [-4.814, 0.231, -2.889], [-4.606, 0.683, -3.996], [-6.035, -0.157, -2.457], [-7.082, 0.014, -3.414], [5.461, -1.121, 1.740], [5.708, 0.539, 0.959], [4.647, 2.405, 3.660], [4.650, 2.497, 1.890], [3.153, 2.159, 2.780], [4.259, -1.332, 3.789], [4.008, 0.126, 4.755], [2.672, -0.666, 1.608], [0.055, -1.207, 2.803], [-1.139, 0.580, 1.917], [0.365, 1.330, 2.423], [-0.354, 2.116, 0.163], [1.744, 1.944, -0.914], [2.267, 1.384, 0.669], [2.057, -0.135, -1.850], [2.669, -0.776, -0.346], [0.298, -1.656, -1.431], [-0.722, -1.984, 0.777], [2.232, -2.767, 0.651], [1.045, -3.458, 1.749], [0.857, -3.657, 0.004], [-1.196, 2.060, -2.390], [-2.756, 2.130, -3.238], [-2.689, 2.435, -1.496], [-0.777, -0.258, -3.256], [-1.983, -1.545, -3.010], [-2.318, -0.218, -4.134], [-4.184, -0.349, -1.036], [-7.986, -0.335, -2.923], [-7.182, 1.062, -3.692], [-6.885, -0.572, -4.310]], "atomic_forces_ev_per_a": [[0.002, -0.001, 0.003], [-0.010, 0.003, -0.007], [-0.001, -0.001, -0.003], [0.003, -0.003, 0.009], [0.005, -0.001, 0.002], [-0.003, 0.002, -0.003], [-0.008, 0.006, 0.010], [0.008, -0.003, -0.004], [-0.016, -0.009, -0.005], [0.004, -0.016, 0.026], [0.003, 0.002, -0.008], [-0.005, 0.001, -0.003], [0.011, -0.015, -0.001], [-0.004, 0.022, -0.003], [-0.002, -0.003, 0.004], [-0.031, 0.059, -0.018], [0.027, -0.068, -0.032], [-0.011, 0.038, 0.023], [-0.006, -0.005, 0.012], [-0.008, 0.001, 0.005], [0.008, 0.010, -0.017], [0.018, -0.013, -0.010], [0.012, 0.006, 0.016], [-0.004, -0.002, 0.000], [-0.002, 0.000, -0.005], [-0.006, 0.001, 0.001], [0.000, 0.000, -0.001], [0.001, 0.000, 0.000], [0.001, 0.000, 0.001], [0.001, 0.000, 0.000], [0.001, 0.002, 0.003], [0.000, 0.000, -0.003], [0.004, -0.002, 0.001], [0.001, -0.006, -0.003], [-0.005, -0.001, -0.004], [0.004, -0.003, 0.008], [0.007, 0.005, -0.004], [0.005, 0.003, -0.003], [-0.001, 0.000, 0.000], [-0.005, -0.001, 0.000], [-0.003, -0.001, -0.001], [0.000, 0.001, 0.001], [0.000, 0.003, -0.003], [0.005, -0.009, 0.007], [0.002, -0.002, -0.001], [0.001, -0.002, -0.001], [-0.002, 0.001, 0.000], [0.000, 0.007, 0.001], [0.007, -0.001, -0.003], [0.007, 0.001, 0.004], [-0.002, -0.003, 0.004], [0.003, -0.003, 0.001], [-0.005, -0.006, 0.004], [-0.012, 0.007, 0.001], [0.001, -0.001, 0.000], [0.002, -0.001, 0.000], [0.002, -0.001, 0.000]], "smiles": "C=C(C)CC(=O)N[C@H]1C[C@H]2CC[C@@H]([C@H]1C)N2C(=O)C(C)(C)NC(=O)OC", "total_energy_ha": -1207.87186, "total_charge": 0, "e_above_lowest_kcal_mol": 13.1, "gap_ev": 9.718, "homo_ev": -9.1}

Record 2
{"formula": "C19H31N5O2S", "method": "the ωB97M-V functional and the def2-TZVPD basis", "symbols": ["C", "H", "H", "C", "C", "H", "H", "H", "H", "C", "C", "N", "N", "C", "N", "C", "O", "C", "H", "H", "C", "C", "O", "N", "C", "H", "C", "N", "C", "C", "H", "H", "H", "H", "C", "C", "C", "H", "C", "H", "H", "C", "H", "H", "H", "H", "H", "H", "H", "H", "H", "H", "H", "H", "S", "H", "H", "H"], "xyz": [[6.859, -1.570, 1.559], [7.759, -2.130, 1.317], [6.002, -2.219, 1.394], [6.768, -0.315, 0.698], [8.008, 0.553, 0.886], [8.093, 0.876, 1.922], [7.962, 1.436, 0.253], [8.904, -0.006, 0.628], [6.695, -0.609, -0.354], [5.508, 0.501, 1.044], [4.267, -0.240, 0.715], [3.779, -0.335, -0.468], [2.674, -1.069, -0.553], [2.299, -1.550, 0.584], [1.195, -2.333, 0.751], [0.781, -2.761, 1.976], [1.386, -2.502, 2.995], [-0.500, -3.570, 1.941], [-0.611, -4.051, 2.913], [-0.426, -4.333, 1.164], [-1.723, -2.684, 1.666], [-1.884, -2.367, 0.184], [-1.088, -2.784, -0.650], [-2.957, -1.644, -0.175], [-3.904, -0.988, 0.695], [-3.778, -1.298, 1.729], [-3.744, 0.533, 0.572], [-3.955, 0.914, -0.807], [-2.950, 0.290, -1.646], [-3.116, -1.227, -1.555], [-2.362, -1.737, -2.156], [-4.117, -1.510, -1.894], [-3.086, 0.608, -2.679], [-1.921, 0.541, -1.334], [-4.193, 2.334, -1.007], [-4.755, 2.630, -2.416], [-3.701, 3.488, -3.114], [-2.932, 2.862, -3.569], [-3.096, 4.293, -1.968], [-3.786, 5.084, -1.668], [-2.142, 4.748, -2.229], [-2.964, 3.262, -0.850], [-2.047, 2.690, -0.991], [-2.925, 3.722, 0.137], [-4.131, 4.120, -3.890], [-5.682, 3.195, -2.322], [-4.982, 1.711, -2.952], [-4.948, 2.603, -0.261], [-4.492, 1.023, 1.199], [-2.741, 0.819, 0.938], [-4.913, -1.258, 0.363], [-1.634, -1.755, 2.234], [-2.620, -3.209, 2.004], [0.613, -2.540, -0.067], [3.329, -1.110, 1.929], [5.518, 1.426, 0.464], [5.515, 0.747, 2.107], [6.891, -1.306, 2.615]], "atomic_forces_ev_per_a": [[-0.036, 0.077, -0.305], [0.093, -0.086, 0.021], [-0.043, -0.121, 0.041], [0.080, 0.114, 0.258], [-0.192, -0.159, -0.162], [0.043, 0.061, 0.146], [0.042, 0.133, -0.045], [0.137, -0.016, -0.001], [-0.039, 0.033, 0.041], [0.349, -0.096, -0.264], [-0.533, -0.360, 0.825], [1.177, 0.889, -0.341], [-1.375, -0.912, -0.315], [0.843, 0.441, 0.849], [-0.257, -0.187, -0.270], [-0.359, -0.351, -0.324], [-0.009, -0.031, 0.363], [-0.085, 0.071, 0.077], [0.081, 0.060, -0.076], [-0.018, -0.010, 0.062], [0.231, -0.192, -0.109], [-0.169, -0.078, 0.331], [0.159, -0.192, -0.184], [-0.143, 0.057, -0.262], [-0.050, 0.351, 0.381], [0.008, -0.048, -0.042], [-0.159, -0.236, 0.035], [-0.068, -0.178, 0.160], [-0.144, -0.239, -0.015], [0.313, 0.103, -0.431], [-0.144, 0.053, 0.060], [0.042, 0.032, -0.016], [0.033, 0.016, -0.059], [-0.044, 0.016, -0.074], [-0.070, 0.121, 0.043], [0.119, 0.031, -0.050], [-0.149, 0.141, 0.024], [0.053, -0.029, -0.057], [0.144, -0.061, -0.055], [-0.018, 0.083, -0.008], [-0.001, 0.109, 0.017], [-0.136, 0.059, 0.079], [0.075, -0.033, 0.031], [0.092, -0.037, 0.051], [0.049, -0.016, -0.100], [-0.056, -0.013, -0.021], [-0.096, -0.049, 0.006], [0.068, -0.011, -0.058], [0.019, 0.016, 0.005], [-0.034, -0.005, 0.038], [0.044, 0.021, 0.101], [-0.137, -0.007, 0.043], [-0.016, 0.121, 0.041], [0.072, 0.019, 0.201], [0.173, 0.355, -0.980], [-0.047, 0.037, 0.087], [0.072, 0.113, 0.037], [0.019, 0.018, 0.170]], "smiles": "CC(C)Cc1nnc(NC(=O)CCC(=O)N2CCN(C3CCCC3)CC2)s1", "total_energy_ha": -1565.07991, "total_charge": 0, "e_above_lowest_kcal_mol": 5.5, "gap_ev": 9.174, "homo_ev": -8.6}

Record 3
{"formula": "C19H31NO", "method": "the ωB97M-V functional and the def2-TZVPD basis", "symbols": ["C", "H", "O", "C", "C", "C", "C", "C", "C", "H", "H", "C", "H", "H", "C", "H", "H", "C", "N", "H", "C", "C", "H", "C", "H", "C", "H", "H", "C", "H", "C", "C", "H", "H", "C", "H", "H", "H", "H", "H", "H", "H", "H", "C", "H", "H", "H", "H", "H", "H", "H", "H"], "xyz": [[5.832, 2.726, -0.048], [4.941, 3.338, -0.229], [5.695, 1.440, -0.597], [4.690, 0.639, -0.136], [3.774, 0.991, 0.847], [2.793, 0.090, 1.230], [2.695, -1.166, 0.653], [3.624, -1.510, -0.326], [4.604, -0.626, -0.718], [5.325, -0.890, -1.476], [3.575, -2.487, -0.785], [1.616, -2.131, 1.049], [2.063, -3.114, 1.216], [1.157, -1.807, 1.986], [0.522, -2.280, -0.016], [-0.161, -3.071, 0.301], [0.972, -2.583, -0.962], [-0.321, -1.012, -0.231], [-1.676, -1.429, -0.573], [-1.686, -1.725, -1.543], [-2.737, -0.455, -0.312], [-3.117, -0.627, 1.172], [-2.334, -0.176, 1.785], [-4.467, -0.084, 1.633], [-5.267, -0.528, 1.044], [-4.614, 1.436, 1.631], [-5.584, 1.669, 2.080], [-3.846, 1.870, 2.276], [-4.543, 2.122, 0.265], [-3.506, 2.200, -0.060], [-5.370, 1.445, -0.835], [-4.559, 0.593, -1.815], [-3.777, 1.219, -2.254], [-5.231, 0.301, -2.628], [-3.915, -0.685, -1.270], [-4.668, -1.316, -0.799], [-3.546, -1.240, -2.138], [-6.162, 0.843, -0.389], [-5.861, 2.221, -1.429], [-4.902, 3.146, 0.402], [-4.613, -0.422, 2.663], [-3.101, -1.702, 1.365], [-2.357, 0.565, -0.476], [0.295, -0.093, -1.292], [-0.323, 0.791, -1.437], [0.368, -0.620, -2.243], [1.289, 0.228, -0.997], [-0.380, -0.470, 0.718], [2.089, 0.381, 1.997], [3.812, 1.958, 1.324], [6.033, 2.687, 1.028], [6.684, 3.175, -0.556]], "atomic_forces_ev_per_a": [[0.012, 0.204, 0.094], [0.029, -0.028, 0.024], [-0.101, -0.347, -0.081], [-0.046, -0.063, -0.020], [0.263, 0.309, -0.104], [-0.013, -0.266, -0.072], [0.020, 0.052, 0.305], [0.017, 0.141, 0.053], [0.092, 0.164, -0.033], [0.092, -0.037, -0.092], [0.003, -0.125, -0.068], [-0.024, -0.096, -0.305], [-0.020, 0.013, 0.107], [0.006, -0.050, 0.056], [-0.047, 0.161, 0.391], [0.021, 0.001, -0.061], [0.023, -0.084, -0.102], [0.203, -0.251, -0.173], [-0.160, -0.109, -0.356], [-0.051, 0.103, 0.015], [0.033, -0.136, 0.152], [-0.256, 0.147, -0.071], [0.083, -0.038, 0.107], [0.248, 0.244, 0.131], [-0.085, -0.081, 0.022], [-0.027, -0.102, -0.082], [0.022, 0.068, 0.045], [-0.030, 0.022, 0.109], [-0.167, 0.011, 0.127], [0.058, 0.085, -0.033], [0.206, 0.153, -0.163], [-0.242, -0.184, 0.113], [0.022, 0.015, -0.063], [0.063, 0.040, -0.053], [0.202, 0.169, -0.080], [-0.064, -0.104, -0.015], [-0.010, -0.049, 0.035], [-0.127, -0.022, -0.006], [-0.067, -0.049, 0.039], [0.091, 0.004, -0.030], [-0.083, -0.053, -0.057], [0.067, 0.009, -0.031], [-0.049, -0.058, -0.017], [-0.179, 0.008, 0.298], [-0.043, 0.107, -0.050], [0.017, -0.085, -0.099], [0.120, 0.081, -0.068], [0.013, -0.016, 0.033], [-0.081, 0.011, 0.088], [0.040, 0.093, 0.015], [-0.023, 0.005, -0.040], [-0.067, 0.014, 0.066]], "smiles": "COc1ccc(CC[C@@H](C)NC2CCCCCCC2)cc1", "total_energy_ha": -872.56038, "total_charge": 0, "e_above_lowest_kcal_mol": 4.8, "gap_ev": 9.076, "homo_ev": -8.2}

Record 4
{"formula": "C19H32Cl2N3O4Pb", "method": "the ωB97M-V functional and the def2-TZVPD basis", "symbols": ["O", "C", "C", "C", "H", "C", "H", "C", "H", "C", "H", "C", "H", "H", "C", "C", "H", "H", "H", "C", "C", "H", "H", "H", "H", "Pb", "Cl", "Cl", "H", "H", "C", "C", "N", "H", "C", "O", "H", "H", "H", "H", "H", "H", "C", "C", "N", "H", "C", "O", "H", "H", "H", "H", "C", "C", "N", "O", "H", "H", "H", "H", "H"], "xyz": [[-0.118, 1.656, -1.815], [-0.882, 1.520, -2.800], [-0.516, 2.069, -4.120], [0.660, 2.838, -4.225], [1.308, 2.928, -3.348], [0.982, 3.457, -5.436], [1.905, 4.068, -5.499], [0.151, 3.258, -6.550], [0.426, 3.722, -7.490], [-0.997, 2.452, -6.465], [-1.630, 2.285, -7.350], [-1.323, 1.841, -5.261], [-2.172, 1.160, -5.132], [-1.792, 0.912, -2.744], [-3.077, 2.419, -0.293], [-2.536, 1.403, 0.592], [-4.042, 2.786, 0.082], [-3.202, 2.018, -1.309], [-2.358, 3.254, -0.358], [-2.683, 0.866, 1.783], [-3.790, 1.166, 2.795], [-1.971, 0.124, 2.179], [-4.422, 2.003, 2.461], [-3.349, 1.432, 3.767], [-4.441, 0.294, 2.953], [0.266, 0.514, 0.093], [1.826, 2.680, 0.387], [-0.694, -1.607, -1.721], [4.207, -0.060, -2.098], [5.444, 1.256, -0.613], [3.310, 0.007, -1.470], [4.728, 1.192, 0.214], [3.748, 0.163, -0.087], [2.704, -0.898, -1.554], [3.174, -0.499, 0.932], [2.222, -1.308, 0.797], [5.237, 0.926, 1.149], [3.575, -0.245, 1.933], [2.729, 0.883, -1.795], [4.225, 2.165, 0.349], [-1.517, -5.660, 2.702], [-0.567, -5.991, 0.287], [-2.032, -4.770, 2.318], [-1.181, -5.115, 0.024], [-1.330, -4.230, 1.168], [-2.074, -4.006, 3.094], [-0.751, -3.018, 1.225], [-0.882, -2.218, 2.164], [-0.702, -4.551, -0.785], [-0.155, -2.782, 0.324], [-3.046, -5.074, 2.039], [-2.163, -5.472, -0.315], [0.911, 0.009, 5.734], [0.928, -0.168, 4.234], [1.463, -1.327, 3.806], [0.508, 0.696, 3.451], [1.334, -0.852, 6.256], [-0.116, 0.164, 6.076], [1.489, 0.901, 5.996], [1.431, -1.559, 2.814], [1.623, -2.076, 4.454]], "atomic_forces_ev_per_a": [[-1.314, 0.491, -2.482], [1.267, -0.327, 0.750], [0.175, 0.323, -0.224], [-0.138, 0.092, -0.303], [-0.341, 0.083, -0.231], [0.026, -0.305, 0.179], [-0.748, -0.443, -0.092], [0.022, -0.031, 0.339], [-0.133, -0.020, -0.011], [0.109, -0.065, -0.207], [0.423, 0.126, 0.462], [0.347, 0.097, 0.919], [0.174, 0.394, -0.276], [0.072, 0.015, 0.235], [-0.330, 0.344, 0.266], [3.329, -1.342, -0.372], [-0.276, 0.350, -0.327], [-0.126, 0.174, 0.124], [-0.349, -0.177, -0.012], [-0.736, 0.022, 0.878], [-0.129, 0.230, -0.210], [-0.270, 0.264, -0.319], [0.118, -0.197, 0.128], [-0.104, -0.031, -0.155], [0.102, 0.090, 0.008], [-2.298, -0.170, 1.030], [0.101, 0.548, 0.080], [0.074, 0.007, -0.363], [-0.153, -0.117, 0.001], [-0.012, -0.075, 0.255], [0.051, 0.119, 0.179], [-0.079, 0.296, 0.083], [0.122, -0.313, 0.497], [0.059, 0.157, -0.038], [-1.269, -0.905, -0.679], [1.763, 0.789, 0.554], [0.045, 0.104, -0.288], [-0.032, -0.083, -0.336], [0.094, -0.201, 0.154], [0.207, -0.346, -0.149], [0.034, 0.076, -0.019], [-0.096, 0.147, -0.076], [-0.050, 0.057, -0.168], [0.202, 0.317, 0.099], [-0.368, -0.889, 0.314], [-0.008, -0.041, -0.090], [0.246, 1.328, 0.468], [0.252, -1.060, -0.877], [-0.130, -0.155, 0.087], [-0.206, -0.032, 0.315], [0.026, 0.093, 0.031], [0.186, 0.145, 0.049], [-0.074, 0.197, 0.261], [-0.660, 1.059, -1.241], [0.399, -0.394, -0.294], [0.614, -0.994, 1.166], [-0.035, 0.082, -0.007], [0.121, 0.006, -0.114], [-0.113, -0.124, -0.076], [-0.166, 0.172, 0.137], [-0.018, 0.040, -0.011]], "total_energy_ha": -2321.70633, "total_charge": -1, "gap_ev": [5.196, 3.974], "homo_ev": [-2.9, -2.0]}